# 1
Below is a structure of composition C13H14BrMnN4OS2Te at a distorted geometry, with properties calculated with ωB97M-V/def2-TZVPD.

Positions of all 37 atoms, in Å:
Mn  12.53888  4.85360  9.24963
O  14.24648  5.76690  15.32773
C  13.89746  5.43226  14.04944
C  13.60408  4.19561  13.54948
C  13.14632  4.17177  12.22860
N  12.95826  5.19707  11.41760
C  13.28923  6.36845  11.93174
Br  13.30029  7.77161  10.68342
C  13.67749  6.52974  13.20189
H  14.99951  5.20821  15.64719
H  13.66243  3.26337  14.07643
H  12.73008  3.26291  11.88890
H  13.95380  7.45979  13.60740
C  17.81821  4.25428  7.21398
C  16.64830  4.42981  8.25204
C  15.50488  4.97681  7.53929
N  14.30532  4.82697  8.00674
N  13.26781  5.10403  7.12993
C  13.76625  5.61125  6.00128
N  13.02377  6.08722  5.01518
S  15.51490  5.66133  5.95998
H  18.70602  3.75702  7.54577
H  18.06296  5.21098  6.74446
H  17.39385  3.59324  6.45415
H  16.96944  4.99905  9.09390
H  16.40845  3.47340  8.61385
H  12.02450  6.32712  5.26273
H  13.40006  6.59988  4.28366
Te  10.00698  3.91804  8.71611
C  9.16313  5.44210  9.64821
C  9.58902  6.38900  10.51730
C  8.58795  7.24953  11.02305
C  7.39587  6.99722  10.31273
S  7.46112  5.68650  9.30778
H  10.66473  6.48103  10.82944
H  8.68513  8.10550  11.61102
H  6.43404  7.51679  10.42856

Atomic forces in eV per Å
0.79 0.42 -0.67
0.98 -1.08 -0.85
-0.27 1.36 1.05
-0.10 -0.38 -1.24
-0.57 -0.86 1.29
-0.13 -0.89 -1.22
0.00 0.70 -1.11
-0.16 0.26 -0.19
0.74 -0.16 1.23
-1.04 0.41 -0.15
0.09 -0.13 0.32
-0.01 -1.11 -0.51
0.13 1.19 0.21
-1.47 0.03 -0.19
2.80 0.28 -1.37
-1.52 -0.08 0.61
-0.69 -0.34 0.12
1.01 0.85 0.25
-0.05 -0.02 0.97
-3.16 -0.28 1.61
-0.55 -0.27 -0.09
0.40 0.02 0.66
0.20 -0.11 0.13
0.26 0.09 -0.25
0.09 0.80 0.59
-0.58 -1.28 0.53
1.70 -0.54 -0.60
0.88 0.88 -1.52
1.33 -0.63 -0.09
-1.90 -0.07 -0.75
1.86 1.49 2.20
-0.86 -1.41 -2.98
-0.29 0.89 1.58
0.34 -0.58 -0.40
-1.27 -0.19 -0.24
0.40 0.93 1.09
0.62 -0.16 -0.01

The value obtained for the HOMO-LUMO gap (spin up / spin down) is 0.2389 / 0.2477 Eh. The expectation value of S² is 6.12. Its highest occupied orbital energy (spin up / spin down) is -0.51940 / -0.54854 Eh. As for the spin multiplicity: 5. The charge is +2. Its energy is -152025.10395 eV.

Here are the Mulliken charges for atoms 1 to 8, given in e: 0.67 -0.49 0.61 -0.69 -0.46 0.09 -0.14 -0.04

# 2
Below is an isolated molecule of C3H6N3O2P at a distorted geometry, with properties calculated with ωB97M-V/def2-TZVPD.

Positions of all 15 atoms, in Å:
C  -1.60082  -1.64528  0.06976
C  -0.38472  -1.23482  -0.41833
C  -2.82640  0.46838  0.10849
N  -2.66913  -0.81625  0.29716
N  -1.40678  1.19726  -0.24126
N  1.41942  0.85357  1.21521
O  -3.74446  1.19675  0.01800
O  0.84407  1.11350  -1.47150
P  -0.00967  0.49530  -0.29565
H  -1.84405  -2.62997  0.24030
H  0.44056  -1.89916  -0.78804
H  -1.46261  2.16832  -0.52674
H  1.74204  1.80624  1.11502
H  0.97332  0.72974  2.08087
H  0.37677  0.98579  -2.30700

Atomic forces in eV per Å
-0.84 4.55 -0.68
1.97 0.57 -0.14
2.78 -0.79 -1.03
-0.16 -1.79 0.73
-1.68 0.74 0.35
-1.82 -0.99 -4.69
-1.21 0.90 0.27
0.53 0.04 -0.10
2.95 -1.75 2.81
-0.23 -2.26 0.20
-0.99 0.56 0.85
-0.25 0.01 0.36
-0.16 0.25 -0.04
-0.96 -0.09 1.30
0.06 0.04 -0.20

The value obtained for the HOMO-LUMO gap is 0.3253 Eh. As for the energy relative to the best compared isomer or geometry (same formula, charge and spin): 28.8 kcal per mole. Its structure (SMILES) is N[P@@]1(O)=CC=NC(=O)N1. Its highest occupied orbital energy is -0.31993 Eh. The charge is 0. Its energy is -21061.51236 eV.

Here are the Mulliken charges for atoms 1 to 8, given in e: -0.15 -0.43 0.52 -0.63 -0.21 -0.68 -0.50 -0.49

# 3
Below is an isolated molecule of C5H8N2, with properties calculated with ωB97M-V/def2-TZVPD.

Positions of all 15 atoms, in Å:
C  -0.05873  -0.50580  1.82263
N  -0.11227  0.18996  0.55377
C  -1.03560  1.15562  0.23521
C  -1.08957  1.27352  -1.12842
C  -0.15313  0.34629  -1.67044
C  0.43818  -0.29731  -0.60908
N  1.46659  -1.26457  -0.50602
H  0.86242  -1.08674  1.86948
H  -0.09128  0.20919  2.64857
H  -0.90685  -1.19517  1.91095
H  -1.55551  1.69335  1.01719
H  -1.70325  1.97320  -1.68078
H  0.07293  0.18590  -2.71732
H  1.49460  -1.86870  -1.31713
H  2.37147  -0.80873  -0.42862

Atomic forces in eV per Å
0.03 -0.03 0.14
0.01 -0.04 -0.15
-0.09 0.03 -0.01
-0.02 0.04 0.04
0.09 -0.04 -0.02
-0.13 0.14 0.04
0.07 0.02 -0.20
-0.13 0.11 0.05
0.03 -0.07 -0.12
0.12 0.10 0.04
0.01 -0.14 -0.14
0.10 -0.12 0.09
0.04 0.07 0.19
-0.06 0.05 0.05
-0.07 -0.13 0.00

The value obtained for the HOMO-LUMO gap is 0.3250 Eh. As for the energy relative to the best compared isomer or geometry (same formula, charge and spin): 9.2 kcal per mole. Its structure (SMILES) is Cn1cccc1N. Its highest occupied orbital energy is -0.28707 Eh. The charge is 0. Its energy is -8294.59810 eV.

Here are the Mulliken charges for atoms 1 to 8, given in e: -0.90 0.10 -0.41 -0.53 -0.61 0.34 -0.54 0.33

Which value of charge does entry 2 give?
0

Which formula does entry 2 have?
C3H6N3O2P